1.
The following is a DFT calculation (ωB97M-V/def2-TZVPD) of a 2-piece molecular cluster, C16H22BBrF13N3O8P overall in a non-equilibrium geometry.

Summary:
* orbital gap: 9.540 eV
* total charge: -1
* F_max: 4.21 eV Å⁻¹
* E_HOMO: -7.8 eV
* molar mass: 753.03 g mol⁻¹

Each line ends with the Mulliken charge.
Element x y z (Å)
C -2.499 0.379 -0.860  -1.415
C -1.411 0.349 0.267  0.687
O -0.149 0.160 -0.388  -0.222
C 1.025 0.317 0.407  1.581
C 1.184 1.529 1.317  -0.339
F 0.297 1.514 2.401  -0.367
C 1.094 2.948 0.710  -1.080
C 0.004 3.219 -0.339  -1.052
C 1.179 -1.081 1.195  0.836
Br 0.257 -2.642 0.383  -0.017
C 1.137 -1.104 2.753  -0.723
O 2.118 -0.907 3.324  -0.429
C -0.137 -1.313 3.642  0.856
F 0.158 -0.806 4.839  -0.350
F -1.205 -0.628 3.236  -0.275
C -0.504 -2.824 3.925  0.600
F 0.386 -3.639 3.376  -0.308
F -0.411 -3.053 5.223  -0.279
C -1.935 -3.216 3.473  0.948
F -2.011 -4.554 3.575  -0.329
F -2.177 -2.934 2.203  -0.191
C -3.075 -2.658 4.347  0.122
O -3.143 -2.811 5.500  -0.500
O -4.048 -2.005 3.705  -0.387
O 2.553 -1.432 0.962  -0.466
C 2.691 -1.309 -0.432  -0.502
O 3.185 -2.148 -1.060  -0.486
C 2.120 0.091 -0.718  1.261
C 3.121 1.246 -1.013  -1.741
C 4.209 1.094 -2.115  0.062
N 3.802 1.580 -3.456  -0.674
N 4.834 -0.189 -2.323  -0.563
N 5.318 2.006 -1.698  -0.686
B 1.257 -0.085 -2.098  0.817
O 0.868 -1.323 -2.612  -0.724
O 0.910 1.023 -2.879  -0.729
H -3.154 -0.488 -0.835  0.450
H -1.976 0.396 -1.827  0.102
H -3.053 1.319 -0.786  0.314
H -1.517 1.285 0.813  0.325
H -1.627 -0.546 0.862  -0.397
H 2.186 1.442 1.765  0.658
H 2.099 3.235 0.385  0.460
H 0.887 3.616 1.558  0.565
H -0.011 2.534 -1.188  0.140
H 0.157 4.237 -0.724  0.469
H -0.983 3.235 0.137  0.312
H -4.795 -2.004 4.321  0.355
H 3.607 1.552 -0.075  0.228
H 2.511 2.111 -1.306  0.536
H 3.405 0.820 -4.001  0.292
H 3.085 2.292 -3.349  0.326
H 5.184 -0.614 -1.476  0.275
H 4.267 -0.828 -2.861  0.323
H 5.068 2.934 -2.037  0.284
H 6.082 1.723 -2.311  0.424
H 1.381 -1.486 -3.416  0.292
H 0.000 0.827 -3.152  0.333
F -7.381 -1.334 -2.093  -0.336
P -6.257 -0.345 -2.756  0.950
F -5.310 -0.772 -1.500  -0.263
F -7.579 0.616 -2.628  -0.334
F -5.659 -1.675 -3.501  -0.340
F -5.401 1.025 -2.458  -0.336
F -6.221 0.095 -4.332  -0.342

=====

2.
The following is a DFT calculation (ωB97M-V/def2-TZVPD) of one molecule with the formula C6H4O2 in a non-equilibrium geometry.

Summary:
* orbital gap: 8.107 eV
* total charge: 0
* F_max: 6.62 eV Å⁻¹
* E_HOMO: -10.1 eV
* SMILES string: C#C/C(C=O)=C/C=O
* molar mass: 108.10 g mol⁻¹

Each line ends with the Mulliken charge.
Element x y z (Å)
C 1.915 1.750 -1.287  0.021
C 1.354 0.876 -0.610  -0.467
C 0.469 -0.001 0.138  0.545
C 0.565 -0.247 1.561  -0.065
O 1.349 0.131 2.433  -0.476
C -0.638 -0.382 -0.572  -0.152
C -1.767 -1.122 -0.102  -0.049
O -2.310 -1.346 1.066  -0.487
H 2.440 2.781 -1.758  0.328
H -0.268 -0.929 1.896  0.297
H -0.818 0.107 -1.630  0.305
H -2.290 -1.618 -1.134  0.200

=====

3.
The following is a DFT calculation (ωB97M-V/def2-TZVPD) of an isolated ion of composition C4H7N2S and charge +1 in a non-equilibrium geometry.

Summary:
* orbital gap: 9.004 eV
* total charge: +1
* F_max: 4.09 eV Å⁻¹
* E_HOMO: -14.0 eV
* SMILES string: C[C@H]1NC=[NH+]C1=S
* molar mass: 115.18 g mol⁻¹

Each line ends with the Mulliken charge.
Element x y z (Å)
C -1.036 1.233 -0.389  -1.457
C -0.319 -0.056 -0.689  0.505
N 1.107 0.105 -0.644  -0.103
C 1.607 -0.616 0.362  -0.120
N 0.740 -1.209 1.142  -0.132
C -0.780 -0.966 0.391  0.004
S -2.108 -1.145 1.221  -0.118
H -0.836 1.641 0.627  0.373
H -2.052 1.089 -0.479  0.470
H -0.772 2.013 -1.121  0.393
H -0.617 -0.526 -1.601  0.286
H 1.416 0.698 -1.355  0.208
H 2.567 -0.475 0.642  0.463
H 1.083 -1.786 1.892  0.228

=====

The records above yield total energy values of -5627.8228; -381.3223; -664.0130 hartree, respectively.